# 1
{
  "formula": "C4H7NO2",
  "method": "wB97M-V/def2-TZVPD",
  "species": ["C", "C", "C", "O", "C", "O", "N", "H", "H", "H", "H", "H", "H", "H"],
  "xyz": [[0.77787, -0.39931, 1.34607], [0.60512, 0.25391, 0.00186], [0.84013, -0.94182, -1.54252], [1.47479, -1.90310, -1.36509], [-0.64479, 0.69351, -0.48666], [-0.73498, 0.91992, -1.76001], [-1.79897, 0.62424, 0.22418], [-0.10063, -0.99586, 1.62115], [1.62696, -1.09246, 1.30851], [0.97557, 0.31438, 2.15536], [1.44094, 0.85673, -0.35250], [-0.03968, 0.07388, -2.12859], [-1.77424, 0.70560, 1.22819], [-2.64809, 0.89039, -0.24995]],
  "atomic_forces_ev_per_a": [[-0.0135, -0.0285, 0.0728], [-0.0925, 0.2373, 0.1648], [0.5467, -1.0434, -0.0034], [-0.5193, 0.8376, -0.0988], [0.1559, -0.1419, 0.1207], [0.0587, -0.0848, 0.0279], [-0.0181, 0.0477, -0.0098], [0.1199, 0.1125, -0.0606], [-0.0954, 0.0965, -0.0072], [-0.0303, -0.0879, -0.0954], [-0.1092, -0.1172, -0.0001], [-0.1300, 0.2420, 0.0077], [0.0292, -0.0329, -0.1692], [0.0978, -0.0370, 0.0503]],
  "nbo_charge": [-0.639, -0.459, 0.423, -0.511, 0.602, -0.687, -0.804, 0.210, 0.228, 0.211, 0.244, 0.374, 0.400, 0.407],
  "de_lowest_ev": 2.4310,
  "e_tot_ev": -9844.8487,
  "homo_lumo_gap_ev": 8.68
}



# 2
{
  "formula": "C4H7NO2",
  "method": "wB97M-V/def2-TZVPD",
  "species": ["O", "C", "C", "O", "C", "N", "C", "H", "H", "H", "H", "H", "H", "H"],
  "xyz": [[-1.08392, -0.65507, 1.47375], [-1.22297, -0.07972, 0.20587], [0.34652, 1.83443, 0.22342], [1.19840, 0.97892, 0.80383], [1.72309, -0.09165, 0.05699], [1.07451, -0.85775, -0.68601], [-0.37826, -0.80895, -0.84404], [-0.21096, -0.40461, 1.81245], [-2.27377, -0.12449, -0.08834], [0.38373, 1.62398, -0.87518], [-1.05207, 1.03507, 0.31806], [2.79095, -0.19567, 0.23319], [-0.58872, -0.43918, -1.85531], [-0.69816, -1.85764, -0.82445]],
  "atomic_forces_ev_per_a": [[0.1492, 0.0199, 0.1461], [-0.0729, -0.0735, -0.2765], [0.4410, 0.0086, -0.0364], [0.0210, 0.1963, -0.0526], [-0.0425, -0.2297, -0.2847], [0.1129, 0.3070, 0.3148], [-0.1941, 0.0403, -0.0002], [-0.2115, -0.0519, 0.0700], [0.0291, -0.1862, 0.0597], [0.0764, 0.0700, 0.1649], [-0.2003, -0.2426, -0.1988], [-0.1096, -0.0078, -0.0467], [-0.0031, -0.0021, 0.1675], [0.0044, 0.1518, -0.0272]],
  "nbo_charge": [-0.701, -0.057, 0.066, -0.537, 0.364, -0.415, -0.296, 0.474, 0.203, 0.081, 0.187, 0.186, 0.220, 0.226],
  "de_lowest_ev": 5.2925,
  "e_tot_ev": -9841.9872,
  "homo_lumo_gap_ev": 9.37
}



# 3
{
  "formula": "C4H7NO2",
  "method": "wB97M-V/def2-TZVPD",
  "species": ["O", "C", "C", "O", "C", "N", "C", "H", "H", "H", "H", "H", "H", "H"],
  "xyz": [[-1.00296, -0.45114, 1.71820], [-0.56941, 0.15144, 0.53216], [-0.15280, 1.62626, 0.50247], [1.18769, 1.29595, 0.11642], [0.87888, -0.08783, -0.00227], [0.97406, -0.55058, -1.36894], [0.11893, -1.42474, -1.69349], [-0.25954, -0.55167, 2.32334], [-1.35293, -0.06530, -0.19819], [-0.65056, 2.20166, -0.28692], [-0.21218, 2.15833, 1.45601], [1.58346, -0.68198, 0.60301], [0.08959, -1.80977, -2.71057], [-0.63223, -1.81062, -0.99125]],
  "atomic_forces_ev_per_a": [[0.2761, -0.0429, 0.2281], [-0.0126, 0.1154, -0.3295], [-0.2784, 0.2505, 0.1538], [0.1175, 0.0794, -0.0872], [-0.0665, -0.2288, 0.0950], [-0.3487, -0.2627, -0.1087], [0.1536, 0.0789, -0.0684], [-0.0548, 0.1068, 0.0106], [0.2193, -0.0031, 0.0736], [0.0162, 0.0291, 0.1840], [0.0777, -0.0507, -0.0526], [-0.3574, -0.0147, 0.0149], [0.1694, -0.0270, 0.0666], [0.0885, -0.0302, -0.1804]],
  "nbo_charge": [-0.696, 0.042, -0.094, -0.515, 0.184, -0.384, -0.058, 0.470, 0.180, 0.179, 0.183, 0.179, 0.180, 0.149],
  "de_lowest_ev": 2.9609,
  "e_tot_ev": -9844.3188,
  "homo_lumo_gap_ev": 10.63
}



Number 1: largest force on an atom 0.0229 Eh/bohr. Number 2: largest force on an atom 0.0088 Eh/bohr. Number 3: largest force on an atom 0.0087 Eh/bohr.